No. 1
Below is C12H26CaClFLiMgNNaO7 as an isolated structure at a distorted geometry, with properties calculated with wB97M-V/def2-TZVPD.

Properties
**E_tot**: -2661.13327 Ha
**Gap between HOMO and LUMO**: 1.1 eV
**Total charge**: +1
**M**: 445.105 Da

Each line ends with the Mulliken charge.
Cartesian coordinates (Å):
C1 7.406 2.384 1.264  -0.905
C2 5.760 2.133 1.114  -0.240
C3 5.009 3.185 2.172  -0.474
N1 4.012 2.511 3.086  -0.340
C4 2.665 2.290 2.445  -0.006
C5 1.898 3.504 1.657  -0.411
O1 0.589 2.811 1.432  -0.383
C6 1.017 1.409 1.107  0.663
O2 0.128 0.542 0.614  -0.613
O3 2.461 1.214 1.465  -0.294
H1 7.616 3.542 1.456  0.288
H2 7.809 1.816 2.233  0.267
H3 8.002 2.062 0.309  0.136
H4 5.447 2.441 0.014  0.287
H5 5.527 1.011 1.353  0.182
H6 5.890 3.578 2.877  0.414
H7 4.613 4.130 1.607  0.175
H8 3.923 3.042 4.005  0.343
H9 1.927 2.020 3.338  0.289
H10 1.876 4.581 2.122  0.297
H11 2.367 3.418 0.564  0.325
O4 -0.154 -2.996 2.508  -0.743
C7 -0.604 -2.727 1.274  0.060
C8 -0.738 -4.093 0.449  -0.091
O5 -1.170 -3.823 -0.791  -0.823
H12 0.015 -2.061 0.648  0.076
H13 -1.591 -2.238 1.196  0.173
H14 -1.372 -4.752 1.068  0.242
H15 0.242 -4.594 0.540  -0.084
Mg1 1.809 -3.961 2.318  0.698
C9 -2.647 -1.369 -1.856  -0.239
C10 -3.610 -0.365 -2.469  -0.557
O6 -4.769 -0.966 -3.041  -0.488
C11 -5.598 -1.716 -2.155  -0.139
C12 -6.153 -0.892 -1.006  -1.065
H16 -2.329 -2.103 -2.606  0.016
H17 -1.761 -0.859 -1.464  0.202
H18 -3.104 -1.922 -1.033  0.115
H19 -3.097 0.161 -3.280  0.413
H20 -3.900 0.399 -1.742  0.236
H21 -5.058 -2.594 -1.787  0.270
H22 -6.434 -2.095 -2.754  0.196
H23 -5.362 -0.492 -0.368  0.254
H24 -6.810 -1.506 -0.381  0.402
H25 -6.728 -0.041 -1.387  0.290
Na1 0.490 -4.810 -2.142  0.928
Cl1 7.990 1.679 -1.300  -0.604
Li1 -3.410 -2.349 -4.198  0.937
F1 -2.210 0.982 -1.511  -0.464
O7 -8.458 -2.235 -4.466  -0.843
H26 -7.963 -1.653 -3.918  0.258
Ca1 -1.458 2.367 -0.575  1.375



No. 2
Below is C12H26CuN2O14 as an isolated structure at a distorted geometry, with properties calculated with wB97M-V/def2-TZVPD.

Properties
**E_tot**: -3275.97874 Ha
**Gap between HOMO and LUMO (alpha / beta)**: 3.9 / 1.8 eV
**Energy above the lowest of the compared OMol25 structures with the same formula, charge and spin**: 197.8 kcal/mol
**Total charge**: -2
**2S+1**: 2
**M**: 485.886 Da

Each line ends with the Mulliken charge.
Cartesian coordinates (Å):
Cu1 1.150 0.777 0.900  0.934
O1 3.403 -5.001 -0.133  -0.504
C1 3.609 -3.669 -0.026  0.628
O2 2.744 -2.861 0.312  -0.727
O3 4.770 -3.382 -0.088  -0.705
H1 4.290 -5.251 -0.403  0.308
O4 4.476 -0.346 5.354  -0.445
C2 4.508 0.262 4.188  0.805
O5 3.427 0.755 3.694  -0.477
O6 5.618 0.154 3.534  -0.228
H2 3.686 -0.162 5.868  0.336
O7 1.084 6.757 1.450  -0.467
C3 1.812 5.617 1.450  0.611
O8 3.056 5.694 1.358  -0.702
O9 1.123 4.568 1.350  -0.725
H3 1.633 7.395 1.910  0.292
O10 4.649 2.726 -3.386  -0.466
C4 4.883 1.966 -2.343  0.635
O11 4.021 1.593 -1.513  -0.695
O12 6.039 1.560 -2.199  -0.757
H4 5.562 2.615 -3.659  0.294
C5 -2.294 -0.987 -3.453  -1.478
C6 -0.829 -0.604 -3.204  0.566
C7 -0.157 -0.376 -4.593  -0.863
O13 -0.128 -1.620 -5.412  -0.375
C8 0.812 -2.615 -4.914  -0.696
N1 -0.712 0.553 -2.274  -0.527
H5 -2.919 -0.306 -4.032  0.372
H6 -2.894 -1.366 -2.626  0.400
H7 -2.240 -1.929 -3.998  0.407
H8 -0.383 -1.434 -2.658  -0.009
H9 0.877 -0.065 -4.445  0.439
H10 -0.508 0.421 -5.250  0.442
H11 0.639 -2.950 -3.892  0.312
H12 1.855 -2.389 -5.138  0.301
H13 0.411 -3.410 -5.543  0.248
H14 -1.654 0.784 -1.993  0.221
H15 -0.542 1.262 -2.973  0.276
C9 -3.309 -1.994 4.103  -1.473
C10 -3.104 -1.020 2.888  0.371
C11 -4.282 -0.054 2.710  -0.812
O14 -4.265 0.556 1.460  -0.224
C12 -5.258 1.615 1.413  -0.824
N2 -1.949 -0.285 3.143  -0.549
H16 -2.711 -2.896 3.982  0.421
H17 -4.298 -2.452 4.081  0.395
H18 -3.062 -1.603 5.090  0.341
H19 -2.979 -1.595 1.970  0.272
H20 -4.275 0.592 3.588  0.330
H21 -5.206 -0.624 2.803  0.340
H22 -5.390 2.004 0.403  0.276
H23 -5.066 2.372 2.173  0.334
H24 -6.284 1.265 1.526  0.313
H25 -1.297 -0.951 3.529  0.263
H26 -2.142 0.333 3.918  0.242



No. 3
Below is C12H26F6HgN2O11S5 as an isolated structure at a distorted geometry, with properties calculated with wB97M-V/def2-TZVPD.

Properties
**E_tot**: -4152.99304 Ha
**Gap between HOMO and LUMO (alpha / beta)**: 7.7 / 3.0 eV
**Total charge**: +1
**2S+1**: 2
**M**: 849.256 Da

Each line ends with the Mulliken charge.
Cartesian coordinates (Å):
Hg1 0.078 -0.923 -0.043  3.532
O1 -2.315 -4.202 1.252  -0.532
C1 -1.407 -3.312 0.957  0.633
O2 -0.339 -3.124 1.551  -0.607
O3 -1.639 -2.624 -0.066  -0.707
H1 -2.905 -3.772 0.629  0.311
C2 3.805 -0.646 -2.368  0.810
F1 4.815 -0.832 -3.180  -0.236
F2 4.320 -0.138 -1.253  -0.245
F3 3.002 0.288 -2.833  -0.248
S1 2.827 -2.226 -2.018  0.814
O4 2.934 -3.232 -3.121  -0.525
O5 3.435 -2.561 -0.735  -0.563
N1 1.124 -1.645 -1.918  -0.563
S2 0.665 -1.477 -3.363  0.589
O6 -0.206 -0.320 -3.443  -0.660
O7 1.633 -1.387 -4.432  -0.543
C3 -0.612 -3.017 -3.698  0.630
F4 0.059 -4.159 -3.605  -0.210
F5 -1.593 -2.934 -2.854  -0.198
F6 -1.165 -2.895 -4.898  -0.215
C4 1.359 2.885 -3.049  -0.908
S3 1.015 2.629 -1.225  0.613
O8 1.061 1.202 -0.734  -0.426
C5 2.379 3.543 -0.422  -0.996
H2 2.441 2.775 -3.131  0.414
H3 0.810 3.794 -3.294  0.479
H4 1.108 1.989 -3.617  0.241
H5 2.414 4.508 -0.927  0.453
H6 3.263 2.905 -0.414  0.340
H7 2.210 3.623 0.652  0.364
C6 -1.738 -1.257 4.010  -0.842
S4 -1.489 0.344 3.112  0.214
O9 -0.990 -0.009 1.710  -0.730
C7 -3.320 0.644 2.998  -0.732
H8 -2.032 -2.072 3.349  0.188
H9 -2.441 -1.087 4.825  0.451
H10 -0.781 -1.447 4.497  0.295
H11 -3.754 -0.210 2.478  0.294
H12 -3.397 1.417 2.234  0.083
H13 -3.961 0.858 3.854  0.453
C8 3.565 -1.878 2.748  -0.782
S5 3.217 -0.178 2.046  0.198
O10 1.914 -0.341 1.167  -0.930
C9 2.547 0.698 3.518  -0.644
H14 2.681 -2.353 3.174  0.313
H15 4.518 -1.857 3.277  0.410
H16 3.595 -2.457 1.824  0.212
H17 3.252 0.900 4.325  0.406
H18 1.575 0.339 3.857  0.053
H19 2.265 1.671 3.118  0.214
C10 -2.854 0.592 -0.953  -0.222
O11 -1.738 0.176 -0.941  -0.389
N2 -3.219 1.841 -0.515  0.336
C11 -4.673 2.175 -0.629  -1.022
C12 -2.325 2.842 -0.089  -0.916
H20 -3.749 0.033 -1.264  0.329
H21 -4.927 2.741 0.267  0.361
H22 -5.268 1.264 -0.681  0.349
H23 -4.943 2.721 -1.533  0.342
H24 -1.893 2.997 -1.077  0.417
H25 -2.655 3.783 0.352  0.338
H26 -1.557 2.393 0.541  0.110



No. 4
Below is a 4-piece molecular cluster, C12H26F6NO6 overall at a distorted geometry, with properties calculated with wB97M-V/def2-TZVPD.

Properties
**E_tot**: -1578.11433 Ha
**Gap between HOMO and LUMO**: 7.0 eV
**Energy above the lowest of the compared OMol25 structures with the same formula, charge and spin**: 78.2 kcal/mol
**Total charge**: -1
**M**: 394.329 Da

Each line ends with the Mulliken charge.
Cartesian coordinates (Å):
O1 -0.676 0.251 0.709  0.140
H1 -0.755 -0.667 0.979  0.500
H2 -1.535 0.677 0.653  0.465
H3 -0.260 0.249 -0.157  0.364
C1 -3.987 0.605 0.326  -0.146
O2 -3.132 0.910 1.381  -0.401
O3 -3.165 0.996 -0.747  -0.877
C2 -4.642 -0.825 0.509  0.694
F1 -5.073 -1.368 -0.630  -0.311
F2 -3.816 -1.642 1.176  -0.278
F3 -5.702 -0.818 1.166  -0.295
C3 -3.744 1.365 2.588  -0.340
C4 -2.540 1.303 3.564  -1.084
H4 -2.232 0.267 3.705  0.229
H5 -1.657 1.744 3.101  0.232
H6 -2.878 1.823 4.460  0.426
H7 -4.610 0.818 2.961  0.287
H8 -4.082 2.380 2.383  0.332
H9 -4.867 1.245 0.268  0.258
C5 1.613 2.161 -1.519  -0.111
O4 2.009 2.369 -2.881  -0.240
O5 0.579 1.238 -1.609  -0.953
C6 2.793 1.889 -0.488  0.831
F4 2.396 1.325 0.659  -0.268
F5 3.896 1.082 -0.895  -0.320
F6 3.253 3.095 -0.021  -0.306
C7 2.539 3.602 -3.271  -0.307
C8 3.034 3.260 -4.734  -1.193
H10 3.619 4.084 -5.142  0.381
H11 3.652 2.363 -4.680  0.287
H12 2.179 2.944 -5.333  0.294
H13 3.387 3.946 -2.680  0.274
H14 1.846 4.438 -3.178  0.339
H15 1.190 3.131 -1.258  0.183
C9 0.078 -2.643 -0.932  -1.326
C10 0.211 -3.341 0.506  0.050
C11 1.613 -3.002 1.165  -0.676
O6 2.629 -3.499 0.292  -0.320
C12 3.940 -3.055 0.748  -0.673
N1 -0.812 -2.598 1.279  -0.531
H16 0.681 -3.160 -1.679  0.361
H17 0.370 -1.598 -1.042  0.335
H18 -0.910 -2.921 -1.299  0.407
H19 0.030 -4.415 0.490  0.397
H20 1.654 -3.590 2.081  0.371
H21 1.511 -1.924 1.288  0.310
H22 4.144 -1.988 0.665  0.247
H23 4.625 -3.506 0.030  0.258
H24 4.112 -3.370 1.778  0.297
H25 -1.757 -2.821 1.001  0.219
H26 -0.750 -2.809 2.264  0.185



- Which value of E_tot does entry 3 give?
  -4152.99304 Ha